Entry 1:
Density functional theory data (ωB97M-V with the def2-TZVPD basis set) for a molecular structure, C23H32CeFN7O5 at a distorted geometry.

Last column: Mulliken charge in e.
Positions of all 69 atoms, in Å:
Ce 8.861 10.127 15.092  1.407
F 5.482 13.760 9.910  -0.297
C 6.731 13.919 10.370  0.249
C 7.158 13.061 11.323  -0.826
C 8.419 13.296 11.956  -0.441
C 8.936 12.493 12.907  1.464
O 8.254 11.529 13.616  -0.812
C 10.243 12.633 13.296  0.283
C 11.122 13.493 12.737  -0.368
N 10.673 14.351 11.792  0.083
C 11.586 15.387 11.220  -0.314
C 12.996 14.913 10.859  -0.870
C 12.044 15.375 9.802  -0.395
C 9.302 14.295 11.381  -0.585
C 8.826 15.185 10.428  0.084
C 7.497 15.090 9.909  -0.031
N 7.043 16.006 8.982  0.165
C 5.659 16.102 8.609  -0.433
C 5.315 17.478 8.099  -1.237
N 6.130 17.918 6.894  0.004
C 7.480 17.330 6.932  -1.114
C 7.995 16.903 8.274  -0.595
C 10.656 11.640 14.302  0.773
O 10.332 11.883 15.527  -0.576
O 10.788 10.394 13.968  -0.567
H 6.446 12.342 11.708  0.541
H 12.109 13.557 13.079  0.741
H 11.488 16.274 11.820  0.388
H 13.233 13.876 10.983  0.343
H 13.840 15.549 11.208  0.268
H 11.525 14.607 9.222  0.259
H 12.134 16.280 9.222  0.298
H 9.490 15.954 10.023  0.755
H 5.043 16.009 9.554  0.514
H 5.411 15.331 7.920  0.436
H 5.570 18.175 8.915  0.406
H 4.296 17.545 7.767  0.451
H 6.121 18.976 6.900  0.413
H 5.614 17.671 6.039  0.393
H 8.140 18.160 6.535  0.406
H 7.588 16.526 6.204  0.394
H 8.355 17.710 8.904  0.389
H 8.882 16.289 8.026  0.521
N 8.926 9.753 18.026  -0.620
C 8.131 8.438 18.111  0.011
C 8.852 7.309 18.851  -0.735
C 8.925 7.620 20.388  -0.241
C 9.793 6.576 21.072  -1.274
N 9.775 6.755 22.534  -0.116
C 9.194 5.893 23.393  0.731
N 8.408 4.926 22.916  -0.364
N 9.520 5.869 24.660  -0.357
C 8.006 8.248 16.589  0.508
O 9.086 7.979 16.027  -0.591
O 7.159 8.963 15.938  -0.557
H 9.885 9.507 18.254  0.251
H 8.611 10.409 18.748  0.277
H 7.171 8.684 18.526  0.682
H 9.854 7.262 18.445  0.360
H 8.292 6.348 18.645  0.398
H 7.972 7.627 20.878  0.321
H 9.351 8.578 20.528  0.403
H 10.793 6.634 20.703  0.352
H 9.430 5.554 20.767  0.431
H 10.318 7.545 22.942  0.266
H 7.955 5.001 22.034  0.189
H 7.919 4.244 23.488  0.254
H 10.354 6.287 25.031  0.225
H 8.983 5.273 25.280  0.231

Summary:
Charge: +4
Gap between HOMO and LUMO: 5.52 eV
HOMO: -17.58 eV

---

Entry 2:
Density functional theory data (ωB97M-V with the def2-TZVPD basis set) for a gas-phase ion, C23H32F2OPSi (charge -1) at a distorted geometry.

Last column: Mulliken charge in e.
Positions of all 60 atoms, in Å:
C -0.555 -2.674 1.920  -0.319
C 0.383 -1.879 1.865  -0.779
P 1.633 -0.418 1.549  0.908
C 0.647 0.697 2.773  -1.047
C 0.461 2.116 2.146  0.294
C -0.859 2.180 1.338  -0.871
O 0.683 3.199 3.072  -0.468
C -0.468 3.718 3.691  -1.018
C -1.265 2.720 4.550  0.941
C -0.696 1.891 5.508  -0.177
C -1.538 1.062 6.245  -0.629
C -2.911 1.048 6.053  -0.382
C -3.496 1.876 5.090  -0.639
C -2.645 2.695 4.358  -0.401
C 2.621 -1.524 0.286  0.683
F 2.981 -2.734 0.885  -0.340
F 3.821 -0.935 -0.100  -0.377
C 1.833 -1.874 -0.976  -1.132
C 1.771 -0.713 -2.024  -0.468
Si 0.242 -0.758 -3.124  0.217
C -1.304 -1.468 -2.297  -1.114
C -0.164 1.071 -3.564  -1.214
C 0.502 -1.639 -4.786  0.487
C -0.539 -1.598 -5.721  -0.319
C -0.484 -2.214 -6.966  -0.628
C 0.680 -2.916 -7.305  -0.424
C 1.730 -2.946 -6.396  -0.539
C 1.668 -2.324 -5.153  -0.163
H -1.434 -3.164 2.301  0.399
H 2.426 -0.979 2.644  -0.071
H 2.674 0.591 1.393  0.091
H 0.835 0.095 0.444  -0.737
H -0.352 0.274 2.976  0.272
H 1.248 0.731 3.696  0.323
H 1.277 2.184 1.399  0.421
H -0.665 1.657 0.384  0.049
H -1.695 1.646 1.811  0.209
H -1.081 3.226 1.068  0.384
H -0.100 4.479 4.411  0.406
H -1.131 4.287 3.011  0.366
H 0.380 1.909 5.695  0.380
H -1.136 0.401 7.021  0.340
H -3.568 0.397 6.640  0.346
H -4.579 1.892 4.944  0.368
H -3.109 3.363 3.622  0.251
H 0.834 -2.282 -0.760  0.226
H 2.381 -2.703 -1.473  0.473
H 1.869 0.257 -1.509  0.431
H 2.656 -0.789 -2.688  0.489
H -2.158 -1.232 -2.961  0.347
H -1.224 -2.566 -2.235  0.327
H -1.489 -1.041 -1.297  0.309
H 0.255 1.683 -2.746  0.348
H 0.324 1.275 -4.529  0.358
H -1.247 1.269 -3.583  0.327
H -1.472 -1.078 -5.475  0.182
H -1.319 -2.153 -7.669  0.360
H 0.731 -3.404 -8.281  0.343
H 2.625 -3.498 -6.703  0.316
H 2.517 -2.386 -4.466  0.281

Summary:
Charge: -1
Gap between HOMO and LUMO: 6.92 eV
HOMO: -4.26 eV

---

Entry 3:
Density functional theory data (ωB97M-V with the def2-TZVPD basis set) for a molecular structure, C23H32F6N4O7S2SbV.

Last column: Mulliken charge in e.
Positions of all 76 atoms, in Å:
V -1.124 0.034 0.534  -0.226
C -1.834 0.639 -2.403  -1.055
N -1.968 -0.252 -1.231  0.528
C -2.673 -1.347 -1.300  0.262
C -2.647 -2.158 -0.153  -0.432
C -3.178 -3.365 0.234  -0.684
C -2.696 -3.617 1.547  -0.775
C -1.891 -2.568 1.900  -0.576
N -1.851 -1.647 0.875  0.739
C -3.138 0.816 -3.150  0.559
C -4.336 1.022 -2.470  0.077
C -5.515 1.212 -3.174  -0.900
C -5.505 1.204 -4.563  -0.462
C -4.314 0.999 -5.243  -0.644
C -3.135 0.798 -4.539  -0.536
H -1.077 0.219 -3.068  0.472
H -1.452 1.594 -2.043  0.336
H -3.243 -1.592 -2.191  0.559
H -3.829 -3.997 -0.349  0.538
H -2.922 -4.476 2.156  0.462
H -1.355 -2.399 2.819  0.540
H -4.358 1.032 -1.386  0.398
H -6.442 1.370 -2.640  0.420
H -6.424 1.354 -5.112  0.413
H -4.303 0.986 -6.324  0.422
H -2.209 0.630 -5.075  0.396
C 3.954 3.506 2.367  -1.485
C 4.418 2.055 2.301  0.391
C 4.964 1.646 0.935  -1.361
Sb 2.817 0.767 2.877  0.926
C 1.680 1.468 4.533  1.299
C 2.679 1.588 5.690  -1.591
C 0.503 0.558 4.851  -1.364
C 3.316 -1.317 2.837  0.411
C 4.606 -1.426 3.655  -1.351
C 3.462 -1.845 1.414  -1.170
H 4.807 4.151 2.151  0.514
H 3.574 3.780 3.352  0.357
H 3.183 3.716 1.625  0.296
H 5.173 1.867 3.071  0.518
H 4.208 1.731 0.154  0.273
H 5.363 0.631 0.932  0.319
H 5.782 2.319 0.676  0.502
H 1.332 2.457 4.235  -0.657
H 3.040 0.612 6.022  0.369
H 2.167 2.047 6.536  0.471
H 3.538 2.220 5.451  0.430
H 0.823 -0.463 5.071  0.470
H -0.231 0.540 4.046  0.092
H 0.003 0.951 5.737  0.558
H 2.493 -1.806 3.359  0.379
H 5.443 -0.928 3.162  0.340
H 4.864 -2.482 3.750  0.484
H 4.506 -1.028 4.667  0.350
H 4.232 -1.309 0.859  0.223
H 2.531 -1.813 0.851  0.208
H 3.770 -2.891 1.470  0.491
O 0.600 -0.006 -0.395  -0.606
N 0.793 0.227 0.855  1.300
O 1.651 1.161 1.221  -0.531
O 0.394 -0.677 1.689  -0.618
F -4.178 3.462 1.709  -0.149
C -3.203 3.654 0.853  0.412
F -3.570 3.276 -0.360  -0.131
F -2.797 4.900 0.837  -0.100
S -1.776 2.545 1.334  1.546
O -2.435 1.162 1.386  -0.599
O -0.850 2.425 0.214  -0.612
N -1.147 2.849 2.667  -0.201
S -1.283 4.039 3.769  0.802
O -0.719 3.534 4.974  -0.537
O -2.554 4.663 3.704  -0.584
C -0.036 5.235 3.117  0.691
F 1.171 4.652 3.151  -0.221
F -0.028 6.309 3.873  -0.199
F -0.311 5.552 1.859  -0.186

Summary:
Charge: +2
Gap between HOMO and LUMO (spin up / spin down): 6.00 / 6.00 eV
Energy relative to the best compared isomer or geometry (same formula, charge and spin): 0.0 kJ/mol
HOMO (spin up / spin down): -13.69 / -13.69 eV

---

Entry 4:
Density functional theory data (ωB97M-V with the def2-TZVPD basis set) for a molecular structure, C23H32FLiNO3Si.

Last column: Mulliken charge in e.
Positions of all 62 atoms, in Å:
Li 0.272 0.671 -0.665  0.822
C -2.905 -4.255 3.833  -1.384
C -2.108 -4.804 2.657  -0.211
C -2.779 -5.984 1.969  -1.060
C -4.082 -5.555 1.309  -1.124
C -3.864 -4.350 0.430  0.914
C -4.724 -4.058 -0.602  -0.654
C -4.504 -2.945 -1.408  0.146
F -5.383 -2.702 -2.409  -0.373
C -3.440 -2.115 -1.220  -0.906
C -2.547 -2.392 -0.181  0.210
C -1.382 -1.487 0.014  1.796
O -1.267 -0.505 -0.728  -1.026
C -0.490 -1.841 1.088  -0.421
C -0.797 -2.924 1.846  -0.109
N -1.852 -3.750 1.666  0.164
C -2.757 -3.499 0.644  -0.369
C 0.792 -1.078 1.461  0.163
O 1.313 -1.405 2.532  -0.774
O 1.182 -0.223 0.624  -0.478
H -3.087 -5.041 4.568  0.376
H -3.865 -3.853 3.508  0.355
H -2.356 -3.448 4.320  0.390
H -1.125 -5.116 3.012  0.498
H -2.953 -6.773 2.702  0.432
H -2.098 -6.383 1.213  0.360
H -4.827 -5.322 2.075  0.331
H -4.497 -6.369 0.713  0.448
H -5.577 -4.696 -0.802  0.505
H -3.262 -1.252 -1.847  0.588
H -0.138 -3.153 2.676  0.512
C 0.934 4.154 -2.797  -1.586
Si 1.467 2.896 -1.427  -0.237
C 3.281 2.409 -2.063  1.994
C 3.051 1.534 -3.304  -1.872
C 4.195 3.562 -2.486  -1.823
C 4.025 1.548 -1.038  -1.712
C 1.621 4.100 0.134  1.948
C 2.283 5.458 -0.103  -1.732
C 2.329 3.409 1.304  -1.681
C 0.175 4.369 0.573  -1.826
H 1.634 4.982 -2.952  0.352
H -0.041 4.587 -2.549  0.352
H 0.808 3.642 -3.755  0.343
H 2.526 2.072 -4.098  0.372
H 2.462 0.644 -3.065  0.278
H 4.016 1.196 -3.711  0.464
H 3.731 4.200 -3.241  0.331
H 5.131 3.173 -2.917  0.493
H 4.472 4.195 -1.641  0.291
H 3.394 0.755 -0.626  0.197
H 4.388 2.140 -0.195  0.301
H 4.905 1.080 -1.506  0.492
H 3.338 5.362 -0.363  0.260
H 2.231 6.076 0.808  0.507
H 1.795 6.021 -0.903  0.318
H 3.409 3.360 1.150  0.290
H 1.975 2.385 1.458  0.212
H 2.162 3.973 2.234  0.491
H -0.412 4.854 -0.213  0.350
H 0.161 5.028 1.454  0.456
H -0.340 3.442 0.840  0.260

Summary:
Charge: -1
Gap between HOMO and LUMO: 5.01 eV
HOMO: -2.96 eV